C13H19NO2 | ωB97M-V/def2-TZVPD

Calculated total energy   -711.6409 Eh
HOMO-LUMO gap   8.73 eV
Relative energy (zero: lowest compared OMol25 entry of this formula, charge and spin)   246.1 kcal/mol

XYZ file:
```
35
Properties=species:S:1:pos:R:3:forces:R:3
C 4.84273 2.30654 -0.72330 -1.1 2.8 0.0
C 3.66683 1.71913 -1.50549 8.0 2.4 -3.6
C 3.51889 1.52350 -2.94303 10.7 6.1 1.9
C 2.42181 0.93197 -3.10284 -8.3 -3.0 -2.3
C 1.86963 0.92220 -1.76045 -4.6 -4.7 -8.3
C 0.70681 0.12455 -1.50828 -0.2 1.2 1.2
O 0.05335 -0.43669 -2.31718 -1.4 -1.9 -3.3
N 0.30018 0.25565 -0.27063 -0.1 -0.7 5.1
H 1.00861 0.65919 0.33732 -0.5 -0.1 0.3
C -0.87925 -0.42021 0.39183 1.1 -0.8 -6.7
C -1.69012 0.64884 0.80518 -1.7 -1.5 8.0
C -3.06346 0.37882 1.36159 -0.3 0.0 2.3
C -3.62296 -0.84414 0.98030 0.8 -4.9 -8.5
H -3.59946 -0.89689 -0.33627 0.0 0.6 3.1
C -2.98022 -2.17893 1.21953 3.1 -5.9 2.5
H -2.58117 -2.95716 0.32068 -1.8 2.5 1.8
H -3.58767 -2.92109 1.96541 0.6 1.8 -2.1
C -1.57833 -2.20290 2.08002 -3.0 -4.2 -8.6
C -0.63625 -1.58095 1.21436 9.4 -1.3 1.4
H 0.03021 -2.46435 0.60658 -2.0 2.6 1.2
H 0.27510 -1.12875 1.95699 -1.7 -1.3 -1.4
H -1.73785 -1.66052 2.79205 -1.7 5.6 8.6
H -1.39360 -3.21917 2.30688 0.5 -0.8 0.4
H -4.57902 -1.19088 0.99311 -3.5 0.9 1.1
H -3.22984 0.29274 2.41294 1.6 0.1 1.9
H -3.84011 1.06700 1.32508 -0.9 2.3 -1.6
H -1.71520 1.52668 0.44323 0.0 5.6 -4.9
H -1.19965 1.06794 1.71625 0.4 -0.5 0.3
H -1.28918 -0.87683 -0.52046 -0.5 0.3 -0.1
O 2.71669 1.20638 -0.91090 -0.5 0.8 6.0
H 1.97775 0.62443 -4.18644 0.7 0.6 3.4
H 4.39463 2.00175 -3.66428 -2.7 -1.7 1.8
H 5.60969 2.73784 -1.40946 -0.6 -0.7 0.4
H 5.32198 1.73386 0.05413 0.0 -0.8 -0.1
H 4.48843 3.25045 -0.12445 0.3 -1.5 -1.1
```
Positions in Å, forces in eV/Å.